Record 1
The following is a quantum chemistry calculation of the molecule C20H20N4O2S, from the OMol25 dataset.

Geometry as XYZ:
```
47
Properties=species:S:1:pos:R:3:forces:R:3
C -4.66036 -2.87587 1.42293 -0.005 0.031 0.068
C -4.20640 -1.78338 0.50577 0.005 0.071 -0.130
C -2.86651 -1.66481 0.16558 0.004 0.125 -0.081
C -2.44190 -0.63750 -0.66445 -0.743 -0.059 -0.046
C -3.35926 0.26537 -1.18876 0.082 -0.197 -0.103
C -4.69308 0.15401 -0.84272 -0.001 0.055 0.006
C -5.11310 -0.85919 -0.00034 0.020 -0.001 0.026
H -6.15779 -0.93931 0.26213 -0.121 -0.025 0.023
H -5.40925 0.85642 -1.24248 -0.061 0.056 -0.037
H -3.02888 1.04108 -1.86484 0.021 0.041 -0.056
N -1.07471 -0.54272 -1.02260 0.097 -0.086 -0.044
C -0.35086 0.58867 -0.91862 0.030 -0.060 0.017
O 0.79182 0.68586 -1.35037 -0.005 0.204 -0.135
C -0.98339 1.71890 -0.19633 0.551 1.515 -0.392
C -0.75836 3.05260 -0.45834 -0.253 -0.115 0.279
S -1.61222 3.97210 0.69064 0.533 -0.506 -0.781
N -2.16706 2.58940 1.43200 -0.848 0.746 1.216
N -1.77513 1.53855 0.88180 0.037 -1.166 0.239
H -0.16644 3.48658 -1.23652 0.208 0.017 -0.227
C -0.42003 -1.72690 -1.55606 0.310 -0.241 -0.046
H 0.22373 -1.42265 -2.38648 -0.118 -0.060 0.053
H -1.18617 -2.41991 -1.90468 0.133 0.084 0.080
C 0.42059 -2.41465 -0.46625 -0.204 0.189 -0.564
O -0.00533 -3.35309 0.17724 -0.217 -0.326 0.200
N 1.63533 -1.87332 -0.30235 0.539 0.253 0.038
H 1.88492 -1.04044 -0.82221 -0.203 -0.125 -0.080
C 2.53168 -2.29878 0.74844 -0.048 -0.172 0.321
H 1.96796 -2.98843 1.38200 0.122 0.062 -0.100
H 3.38130 -2.83690 0.31186 -0.071 -0.014 0.126
C 3.04547 -1.10401 1.56347 0.019 -0.200 -0.189
C 4.08949 -0.34070 0.79640 -0.037 0.080 0.144
C 3.74933 0.74246 -0.00358 -0.018 0.004 0.055
C 4.71807 1.40614 -0.73698 0.043 0.053 -0.087
C 6.03891 0.99806 -0.67816 0.055 0.074 -0.074
C 6.38772 -0.08042 0.11734 0.085 -0.055 0.001
C 5.41867 -0.74475 0.84671 0.004 0.002 -0.020
H 5.69517 -1.58626 1.46677 0.030 -0.084 0.078
H 7.41720 -0.40407 0.16959 0.078 -0.021 0.008
H 6.79467 1.51787 -1.24857 0.056 0.042 -0.040
H 4.43699 2.24425 -1.35751 -0.023 0.078 -0.054
H 2.72205 1.07010 -0.06326 -0.109 0.037 0.027
H 2.20261 -0.45640 1.81221 -0.007 -0.026 0.073
H 3.47562 -1.48204 2.49241 -0.022 0.029 0.022
H -2.14756 -2.37322 0.54834 0.115 -0.094 0.041
H -5.62199 -3.27364 1.10563 -0.051 -0.070 0.016
H -4.77668 -2.48406 2.43345 -0.026 -0.052 0.092
H -3.93248 -3.68213 1.45287 0.007 -0.093 0.036
```
Positions in Å, forces in eV/Å.

Relative energy (zero: lowest compared OMol25 entry of this formula, charge and spin), eV: 1.426
Orbital gap, eV: 8.76

Record 2
The following is a quantum chemistry calculation of a structure of composition C21H30Cl3N2OSSi3Zr, from the OMol25 dataset.

Geometry as XYZ:
```
62
Properties=species:S:1:pos:R:3:forces:R:3
Zr 1.09432 -0.36333 -0.28332 -0.419 -0.501 0.167
Cl 6.99743 4.08783 -0.85807 -0.007 -0.006 0.002
C 5.47627 3.31318 -0.60325 0.054 -0.005 -0.021
C 5.34666 1.96210 -0.88982 -0.060 0.073 0.038
C 4.11140 1.39334 -0.66403 0.099 -0.068 -0.049
Cl 3.82569 -0.30422 -0.99114 0.165 0.114 -0.154
C 3.01087 2.08785 -0.17740 -0.154 -0.059 -0.081
O 1.84499 1.45210 -0.02395 0.161 0.205 -0.005
C 3.18034 3.44511 0.08566 0.073 0.030 0.065
Cl 1.84346 4.35662 0.67936 0.011 -0.022 -0.015
C 4.40752 4.05378 -0.12046 -0.050 -0.001 0.020
H 6.17549 1.38690 -1.27533 0.004 -0.001 0.005
H 4.52532 5.10603 0.09520 0.012 0.001 -0.012
C -1.43270 -0.85642 -3.56115 0.023 -0.021 -0.083
Si -1.73688 -1.66577 -1.89785 -0.053 0.106 0.084
C -0.93388 -3.34673 -2.02889 0.062 -0.014 -0.051
C -3.57572 -1.92628 -1.66222 -0.032 -0.021 0.035
C -1.08497 -0.54849 -0.48480 0.395 0.068 0.044
Si -1.50789 1.26619 -0.81881 -0.039 -0.003 -0.041
C -3.22002 1.58913 -1.47959 -0.047 0.017 0.013
C -1.30537 2.33198 0.70659 -0.029 0.061 0.094
C -0.22940 1.83491 -2.10631 0.098 -0.102 -0.087
Si -1.60581 -1.20343 1.18637 -0.015 0.031 0.006
C -1.57209 -3.05989 1.34811 -0.013 -0.058 0.039
C -3.23684 -0.58162 1.83531 -0.057 0.018 0.033
C -0.22327 -0.67322 2.42082 0.083 0.005 0.108
C -0.39682 -0.56232 3.79618 -0.059 -0.024 -0.045
C 0.68632 -0.31300 4.62047 0.009 0.008 0.048
C 1.95402 -0.18028 4.06844 0.054 -0.025 -0.027
C 2.08567 -0.28031 2.70256 -0.130 0.054 0.036
N 1.02507 -0.51063 1.91178 -0.246 0.057 0.068
H -1.82274 -1.53498 -4.32515 -0.003 0.014 0.000
H -0.36988 -0.72288 -3.78107 0.009 -0.012 0.021
H -1.92386 0.10465 -3.70158 -0.017 0.005 -0.002
H -1.48475 -3.87892 -2.81064 0.030 -0.034 0.010
H -0.97504 -3.95141 -1.12589 -0.008 0.009 0.009
H 0.10843 -3.28967 -2.34668 -0.009 0.002 -0.005
H -3.98258 -2.48968 -2.50541 0.016 0.008 -0.012
H -4.12316 -0.98655 -1.59225 -0.020 -0.013 -0.010
H -3.79029 -2.50576 -0.76118 -0.006 -0.001 -0.008
H -3.98307 1.29990 -0.75378 0.001 0.012 0.000
H -3.43099 1.07725 -2.41701 -0.016 0.007 -0.005
H -3.32266 2.66338 -1.65561 -0.008 -0.001 0.005
H -2.12249 2.16604 1.41031 0.023 0.028 0.020
H -1.35791 3.38051 0.39994 -0.010 -0.009 -0.011
H -0.36122 2.21572 1.24191 0.014 -0.055 -0.037
H -0.71109 2.01003 -3.06972 -0.017 0.062 0.018
H 0.55441 1.09385 -2.35043 0.019 0.059 -0.050
H 0.28920 2.74023 -1.79168 -0.018 0.023 -0.029
H -2.33755 -3.54538 0.74152 -0.001 0.002 0.005
H -1.77139 -3.31678 2.39208 0.013 -0.018 -0.007
H -0.60279 -3.47845 1.07382 0.006 0.005 0.018
H -4.02881 -0.81124 1.11902 0.009 -0.008 -0.001
H -3.26194 0.48936 2.02995 0.003 -0.002 0.001
H -3.48532 -1.10218 2.76373 -0.012 0.017 0.000
H -1.38778 -0.67525 4.21603 0.003 -0.002 -0.002
H 0.54937 -0.22552 5.69043 -0.001 0.001 -0.003
H 2.82353 0.00387 4.68233 -0.005 -0.001 0.004
H 3.04568 -0.16671 2.21284 0.006 0.011 -0.002
S 3.57421 -4.31581 -0.00761 -0.030 -0.039 0.027
C 2.49290 -3.20166 -0.18208 0.001 -0.026 -0.065
N 1.67043 -2.33706 -0.32662 0.135 0.043 -0.125
```
Positions in Å, forces in eV/Å.

Relative energy (zero: lowest compared OMol25 entry of this formula, charge and spin), eV: 0.526
Total charge: +1
Orbital gap, eV: 7.78

Record 3
The following is a quantum chemistry calculation of a cluster of 2 separate species, C8H12O2PS in total, from the OMol25 dataset.

Geometry as XYZ:
```
24
Properties=species:S:1:pos:R:3:forces:R:3
C -0.19934 -2.44941 2.27772 -0.507 0.050 0.576
C 0.06289 -2.97171 1.02739 -0.481 3.688 -0.311
C -0.54412 -1.09435 2.41271 -0.470 -0.230 0.176
C 0.08720 -2.17866 -0.11379 0.758 -0.195 -1.669
C -0.61060 -0.26424 1.29245 1.032 0.188 -0.088
C -0.24503 -0.83724 0.06575 0.226 0.588 -0.705
C -1.83270 2.31111 -0.53868 -0.265 4.346 2.838
C 2.65383 1.48611 -0.80713 -1.022 -3.183 3.746
O -1.53508 1.16581 -1.31531 -0.938 0.787 -0.163
O 1.40719 1.99377 -0.81652 -5.214 -1.645 -1.101
P -0.22609 0.36191 -1.26007 2.318 1.281 0.625
S -0.16216 -0.52547 -3.08121 -0.303 0.276 -0.965
H -0.18122 -3.13178 3.17012 0.011 0.929 -0.997
H 0.31554 -3.91515 0.91888 1.084 -4.572 -0.332
H -0.82043 -0.78473 3.41148 0.105 0.480 -0.111
H 0.43987 -2.57788 -1.17155 -0.959 0.715 2.510
H -0.72573 0.84490 1.24430 -0.289 -1.132 0.936
H -2.09359 3.27949 -1.14171 0.341 -2.345 0.349
H -0.86322 2.69618 0.02535 -1.987 -1.119 -0.911
H -2.74447 2.20577 0.23845 2.252 -0.462 -1.931
H 3.21787 2.27407 -0.49211 2.043 2.418 0.709
H 2.97066 1.11506 -1.69977 1.098 -1.141 -2.607
H 2.76071 0.72036 0.06816 0.146 0.808 -1.513
H -1.13199 0.27607 -3.71491 1.021 -0.532 0.938
```
Positions in Å, forces in eV/Å.

Relative energy (zero: lowest compared OMol25 entry of this formula, charge and spin), eV: 3.268
Total charge: +1
Orbital gap (spin up / spin down), eV: 7.95 / 7.94

Record 4
The following is a quantum chemistry calculation of a structure of composition C4H5LiMgO2Rb, from the OMol25 dataset.

Geometry as XYZ:
```
14
Properties=species:S:1:pos:R:3:forces:R:3
O -0.56283 1.88369 0.82855 0.071 0.943 0.985
C 0.00226 0.72715 0.31322 0.195 -2.051 -2.030
C -0.17509 -0.54569 1.09883 1.613 -1.687 -0.493
Mg -1.17817 3.09094 -0.64091 0.033 -0.017 -0.181
Li -0.42947 2.19324 2.56495 -0.073 -0.221 -0.543
H 1.05601 0.78321 -0.03249 -0.099 0.443 0.695
H -0.45149 0.40579 -0.63731 -0.458 0.675 -0.296
H 0.60330 -0.59929 1.87835 -0.178 -0.160 0.096
H -1.15292 -0.58912 1.60203 -0.001 -0.334 -0.535
C 0.29808 -2.02602 0.04551 -0.813 1.849 2.551
C 0.55940 -2.04975 -1.24707 -0.154 1.127 -0.892
O 0.54991 -1.32064 -2.27767 0.006 -0.146 0.243
Rb 0.40129 0.88666 -4.23702 -0.073 -0.491 0.752
H 0.47974 -2.84016 0.74102 -0.068 0.070 -0.353
```
Positions in Å, forces in eV/Å.

Relative energy (zero: lowest compared OMol25 entry of this formula, charge and spin), eV: 0.000
Orbital gap (spin up / spin down), eV: 3.85 / 4.40
Multiplicity: 2

Record 5
The following is a quantum chemistry calculation of a cluster of 2 separate species, C5H10N2O8 in total, from the OMol25 dataset.

Geometry as XYZ:
```
25
Properties=species:S:1:pos:R:3:forces:R:3
C 0.77938 -0.29175 -1.62060 -0.042 0.422 -0.079
C 1.08891 0.38485 -0.28923 -0.173 0.632 0.198
C 1.96144 1.65589 -0.32040 -0.025 -0.293 -0.406
O 1.12520 2.64298 -0.86831 0.220 0.965 -0.034
C -0.17041 0.74994 0.53705 -0.148 -0.536 -0.142
C -1.32199 -0.33235 0.55696 2.433 0.227 -1.416
O -2.28871 0.43956 0.91624 -3.745 0.694 2.604
O -4.23497 -4.15292 0.96108 -0.921 4.658 0.327
N -4.62470 -2.95775 1.00639 -3.800 -3.501 -1.395
O -5.78818 -2.53046 0.76165 4.730 -1.138 1.069
O 0.18957 0.95500 1.88028 1.024 -0.252 0.125
O 1.76650 -0.53602 0.56321 2.284 -1.345 -0.796
N 3.17722 -0.95807 -0.12032 -0.828 -1.005 0.349
O 4.11498 -0.31615 0.27130 -1.570 -1.137 -0.824
O 3.06802 -1.93194 -0.84576 0.534 2.460 1.748
H 0.06368 0.28355 -2.22694 0.238 -0.119 0.298
H 1.71451 -0.37323 -2.17727 -0.205 -0.055 -0.211
H 0.39222 -1.30636 -1.43842 0.108 0.427 -0.078
H 2.35873 1.86845 0.69781 -0.540 0.050 -0.513
H 2.82833 1.50712 -0.96710 0.121 -0.124 -0.097
H 1.60101 3.48413 -0.92676 -0.154 -0.309 0.011
H -0.70038 1.67595 0.22640 0.856 -0.715 -0.432
H -1.71720 -0.45832 -0.46376 0.875 -0.901 -0.854
H -1.01928 -1.28112 1.07072 -0.617 0.574 -0.013
H 1.05084 0.49266 1.95829 -0.655 0.321 0.561
```
Positions in Å, forces in eV/Å.

Relative energy (zero: lowest compared OMol25 entry of this formula, charge and spin), eV: 4.102
Orbital gap (spin up / spin down), eV: 8.49 / 7.05

Record 6
The following is a quantum chemistry calculation of a structure of composition C24H36N10NiO, from the OMol25 dataset.

Geometry as XYZ:
```
72
Properties=species:S:1:pos:R:3:forces:R:3
Ni -0.30290 -0.14923 0.01540 0.397 0.003 0.094
N -3.53632 -1.45221 0.80030 0.048 -0.041 0.058
C -2.54630 -1.70521 1.71983 -0.073 0.098 -0.048
N -2.94725 -2.53857 2.65317 -0.014 -0.016 0.038
C -2.02592 -2.82519 3.58057 -0.024 -0.016 0.009
N -2.32947 -3.70094 4.52731 0.025 0.015 -0.030
N -0.80537 -2.24951 3.61866 0.018 0.033 -0.019
C -0.52538 -1.43777 2.63440 0.022 -0.033 0.060
N -1.34288 -1.13897 1.59249 -0.079 0.053 -0.143
C 0.80260 -0.77869 2.66564 -0.028 0.000 0.004
C 1.60293 -0.87614 3.79060 -0.002 -0.035 0.014
C 2.83441 -0.24187 3.78437 0.003 0.004 -0.012
C 3.21758 0.43728 2.64239 -0.001 -0.009 0.029
C 2.35477 0.46936 1.55813 0.089 0.015 -0.069
N 1.15444 -0.10689 1.56435 -0.210 -0.114 -0.043
H -4.43445 -1.87595 0.97628 -0.034 0.048 -0.012
H -2.53625 -0.18860 -0.42857 0.061 0.046 -0.054
H -3.23490 -4.13822 4.53707 0.005 -0.015 -0.001
H -1.64803 -3.93037 5.23039 -0.009 0.011 0.012
H 1.25380 -1.44358 4.63948 0.007 0.014 0.008
H 3.48299 -0.28847 4.64847 -0.004 -0.002 -0.002
H 4.17494 0.93581 2.58074 0.000 -0.015 -0.014
H 2.64136 0.95834 0.64106 -0.045 -0.016 0.014
C -5.69452 -0.80666 -1.36722 0.036 -0.085 0.128
C -4.21164 -0.92136 -1.37803 -0.043 0.151 -0.167
C -3.41540 -1.56268 -2.29329 -0.002 0.013 0.047
C -2.04590 -1.42979 -2.47361 0.199 0.033 -0.228
N -1.32044 -0.36152 -1.84786 -0.232 -0.318 0.318
N -3.52581 -0.42389 -0.17061 -0.078 -0.108 0.100
C -1.32820 -2.28437 -3.47505 -0.008 -0.008 0.076
H -6.09384 -1.13984 -2.32181 -0.004 -0.013 0.006
H -6.00800 0.23188 -1.22292 -0.008 -0.005 -0.021
H -6.17405 -1.40351 -0.58272 0.009 0.009 -0.014
H -3.92686 -2.21788 -2.99167 0.002 0.010 0.002
H -3.96829 0.42306 0.20079 0.000 0.006 -0.024
H -1.86876 -2.34267 -4.42142 -0.001 0.010 0.004
H -1.23667 -3.30585 -3.09667 0.019 0.008 -0.003
H -0.32102 -1.91539 -3.65960 -0.007 -0.003 -0.021
O 1.10074 1.13364 -0.95885 0.010 0.164 -0.189
C 1.40465 2.18787 -1.50458 0.097 0.114 0.125
C 2.80830 2.69921 -1.59025 0.062 -0.059 0.078
C 2.95357 3.69908 -0.41074 -0.013 0.035 -0.114
C 1.90072 4.81651 -0.31298 -0.069 -0.055 0.049
C 0.51332 4.39573 0.21701 0.034 -0.034 -0.106
C -0.36912 3.61781 -0.79054 0.078 0.013 0.012
N 0.45190 3.10102 -1.90576 -0.118 -0.075 -0.022
H 2.97557 3.21570 -2.53852 0.008 0.025 0.050
H 3.53331 1.89198 -1.50215 -0.021 -0.022 -0.025
H 3.94139 4.15117 -0.49717 0.008 -0.003 0.013
H 2.94121 3.13777 0.52590 0.046 0.009 0.034
H 1.80974 5.33976 -1.27140 0.021 0.046 0.025
H 2.29305 5.56055 0.38058 -0.003 0.004 -0.003
H -0.01998 5.29488 0.52515 -0.027 -0.032 0.060
H 0.65630 3.79029 1.11619 0.022 0.019 -0.002
H -1.15229 4.24512 -1.21043 0.016 0.016 -0.048
H -0.84094 2.75950 -0.31474 -0.084 0.016 0.008
H 0.88241 3.86893 -2.40389 0.005 0.031 0.072
C -0.71919 0.85763 -5.92168 -0.013 -0.104 0.058
C -0.15588 1.82468 -4.86404 0.113 0.300 0.151
C 1.36405 1.93981 -5.01296 0.041 -0.067 0.062
C -0.83254 3.19272 -4.99780 -0.040 0.052 -0.001
C -0.50033 1.19572 -3.55898 -0.137 -0.427 -0.858
N -0.86604 0.40568 -2.81208 0.003 0.337 0.579
H -0.45785 1.24552 -6.90536 -0.013 0.005 -0.002
H -1.80502 0.78745 -5.85505 0.007 -0.004 0.002
H -0.28879 -0.13951 -5.82035 -0.005 0.026 -0.011
H 1.59856 2.23525 -6.03538 -0.018 0.030 0.013
H 1.85435 0.98599 -4.81384 0.017 0.007 -0.037
H 1.77896 2.69327 -4.34223 -0.048 -0.040 -0.063
H -0.78981 3.50644 -6.04088 0.033 -0.013 0.008
H -0.33266 3.95523 -4.40126 -0.041 -0.056 0.019
H -1.88088 3.14679 -4.70247 -0.002 0.014 -0.035
```
Positions in Å, forces in eV/Å.

Total charge: +2
Orbital gap (spin up / spin down), eV: 7.55 / 6.94
Multiplicity: 3